(1)
{
  "formula": "C3H2Cl2F6NO4S2Se2Te2Ti",
  "method": "the ωB97M-V functional and the def2-TZVPD basis",
  "e_above_lowest_kcal_mol": 16.4,
  "largest_force_ev_per_a": 0.9,
  "total_charge": -1,
  "spin_multiplicity": 1,
  "lumo_ev": 1.6,
  "elements": ["Ti", "F", "C", "F", "F", "S", "O", "O", "N", "S", "O", "O", "C", "F", "F", "F", "Se", "Te", "Te", "Se", "Cl", "C", "Cl", "H", "H"],
  "xyz": [[0.918, -0.651, 0.063], [0.650, 3.681, 1.821], [1.391, 3.857, 0.725], [2.672, 3.928, 1.092], [1.047, 5.015, 0.162], [1.180, 2.472, -0.470], [1.591, 1.318, 0.385], [2.083, 2.749, -1.544], [-0.336, 2.524, -0.691], [-1.207, 1.330, -1.446], [-0.205, 0.064, -1.226], [-1.228, 1.563, -2.876], [-0.857, 0.175, 1.627], [1.325, -1.087, 1.753], [-1.453, -0.628, 2.442], [-1.148, 1.361, 2.016], [3.123, -0.766, -1.208], [4.201, -2.372, 0.349], [2.192, -4.296, 0.388], [0.450, -2.951, -0.824], [-3.126, -4.324, -1.949], [-3.311, -3.530, -0.380], [-3.049, -1.786, -0.468], [-2.577, -3.945, 0.300], [-4.325, -3.702, -0.041]],
  "forces_ev_per_a": [[0.48, 0.20, -0.68], [0.02, 0.01, -0.02], [-0.02, 0.02, -0.02], [-0.02, 0.00, 0.00], [0.01, -0.03, 0.02], [-0.18, 0.01, 0.08], [-0.27, 0.05, 0.11], [0.02, 0.00, 0.01], [0.07, -0.02, -0.10], [-0.01, -0.06, 0.05], [0.13, 0.04, 0.16], [0.02, 0.01, -0.01], [-0.15, -0.08, -0.09], [0.12, -0.08, 0.24], [0.01, -0.04, 0.01], [0.06, 0.04, 0.05], [-0.05, -0.18, 0.09], [-0.02, 0.04, -0.04], [-0.14, 0.04, -0.12], [-0.08, -0.05, 0.30], [-0.01, 0.01, -0.02], [0.02, -0.01, 0.06], [-0.09, 0.07, -0.07], [0.06, 0.01, -0.04], [0.01, 0.00, 0.03]],
  "mulliken_charge": [1.0488, -0.2090, 0.5648, -0.2108, -0.2219, 1.0337, -0.3467, -0.6041, -0.3937, 0.6226, -0.5694, -0.5888, 0.4927, -0.4671, -0.0818, -0.1198, -0.3280, -0.1138, -0.1294, -0.3645, -0.1485, -0.3845, -0.0683, 0.2297, 0.3577]
}

***

(2)
{
  "formula": "C3H2Cl2FeInO4",
  "method": "the ωB97M-V functional and the def2-TZVPD basis",
  "s2": 8.844,
  "e_above_lowest_kcal_mol": 0.0,
  "largest_force_ev_per_a": 11.5,
  "total_charge": 4,
  "spin_multiplicity": 6,
  "lumo_ev": [-21.9, -23.2],
  "elements": ["Fe", "In", "Cl", "Cl", "C", "C", "C", "O", "O", "O", "O", "H", "H"],
  "xyz": [[-1.045, -0.606, -2.441], [0.914, -0.401, -0.811], [-2.626, -2.069, -2.483], [-1.478, 1.199, -1.171], [1.640, 1.821, 0.302], [0.009, -1.874, -3.198], [-0.254, 0.548, -3.599], [1.407, 2.580, 1.118], [0.601, -2.595, -3.895], [0.436, 1.194, -4.288], [-0.673, -0.317, 1.381], [-0.816, -1.149, 1.871], [-1.525, -0.146, 0.925]],
  "forces_ev_per_a": [[-4.46, 1.19, 3.33], [1.33, 1.77, 3.53], [-1.01, -0.48, -0.04], [0.09, -1.41, -1.09], [-1.25, 1.34, 2.65], [4.88, -6.33, -5.36], [5.85, 6.49, -7.50], [1.15, -2.26, -2.86], [-3.10, 3.70, 3.81], [-4.11, -3.54, 3.95], [0.57, -0.28, -1.93], [0.08, -0.23, 0.68], [-0.02, 0.05, 0.83]],
  "mulliken_charge": [0.0517, 1.3817, 0.3751, 0.0969, 0.2826, 0.5988, 0.5793, 0.0907, 0.1037, 0.0850, -0.4782, 0.4360, 0.3967]
}

***

(3)
{
  "formula": "C3H2Cl2N2",
  "method": "the ωB97M-V functional and the def2-TZVPD basis",
  "e_above_lowest_kcal_mol": 114.7,
  "largest_force_ev_per_a": 3.2,
  "total_charge": 0,
  "spin_multiplicity": 1,
  "lumo_ev": [0.0, -1.4],
  "elements": ["C", "C", "C", "N", "N", "Cl", "Cl", "H", "H"],
  "xyz": [[1.757, 0.658, 1.673], [-0.890, 0.858, 0.784], [1.888, -0.091, 0.561], [1.680, 1.283, 2.642], [-0.935, 1.416, -0.299], [-1.228, 0.408, 2.284], [2.514, 0.710, -0.857], [1.515, -1.103, 0.426], [-1.480, 2.294, -0.539]],
  "forces_ev_per_a": [[0.37, 0.47, 1.32], [1.57, -0.58, -2.72], [-0.19, -0.52, -2.53], [0.04, 0.38, 0.52], [-0.83, 1.38, 0.51], [-1.17, 0.17, 1.56], [-0.37, -0.55, 0.68], [0.26, 0.33, 0.17], [0.32, -1.08, 0.49]],
  "mulliken_charge": [0.4036, 0.3399, -0.3966, -0.4032, -0.4052, -0.0609, -0.1096, 0.3954, 0.2367]
}

***

(4)
{
  "formula": "C3H2Cl2N2O",
  "method": "the ωB97M-V functional and the def2-TZVPD basis",
  "e_above_lowest_kcal_mol": 116.4,
  "largest_force_ev_per_a": 5.2,
  "total_charge": 0,
  "spin_multiplicity": 1,
  "lumo_ev": -0.5,
  "elements": ["C", "C", "C", "N", "N", "O", "Cl", "Cl", "H", "H"],
  "xyz": [[-0.779, -0.088, -0.925], [2.171, -0.859, 0.445], [3.036, 0.064, -0.048], [0.095, 0.068, -0.154], [0.747, -0.022, 0.902], [1.870, -2.030, 0.255], [4.652, -0.386, -0.418], [2.962, 1.754, 0.348], [-1.261, -0.038, -1.864], [0.526, 0.807, 1.416]],
  "forces_ev_per_a": [[2.40, 0.28, 1.15], [-1.19, -1.96, -1.49], [0.74, 0.51, 0.92], [-4.47, -1.07, -2.46], [0.99, 0.03, 0.72], [0.96, 1.59, 0.92], [0.25, -0.53, -0.35], [-0.29, 0.37, 0.09], [-0.20, 0.19, -0.46], [0.82, 0.59, 0.97]],
  "mulliken_charge": [-0.0743, 0.4753, 0.0680, 0.4309, -0.5922, -0.5883, -0.1794, -0.2117, 0.4044, 0.2673]
}

***

(5)
{
  "formula": "C3H2Cl2N2S",
  "method": "the ωB97M-V functional and the def2-TZVPD basis",
  "e_above_lowest_kcal_mol": 38.7,
  "largest_force_ev_per_a": 3.0,
  "total_charge": 0,
  "spin_multiplicity": 1,
  "lumo_ev": [-1.9, -3.2],
  "elements": ["C", "C", "C", "N", "N", "S", "Cl", "Cl", "H", "H"],
  "xyz": [[-0.509, 0.551, -1.566], [0.638, 0.179, 0.242], [1.122, -0.645, 1.245], [0.378, -0.158, -1.055], [-0.085, 1.234, 0.646], [-1.179, 1.714, -0.423], [1.602, -2.238, 0.795], [-2.288, -0.852, 0.456], [-0.600, 0.512, -2.609], [0.920, -0.297, 2.269]],
  "forces_ev_per_a": [[-0.32, 0.83, -0.32], [-2.01, 0.51, 0.33], [0.02, -0.54, -0.69], [2.51, -1.65, -0.21], [-0.09, 1.59, 1.42], [1.07, -1.39, 0.51], [-0.18, 1.10, 0.83], [-0.48, 0.19, -0.17], [-1.15, 0.06, -1.30], [0.62, -0.69, -0.41]],
  "mulliken_charge": [-0.1172, 0.4195, -0.2208, -0.3470, -0.3219, 0.1872, -0.0819, -0.3321, 0.4310, 0.3831]
}

***

(6)
{
  "formula": "C3H2Cl2O",
  "method": "the ωB97M-V functional and the def2-TZVPD basis",
  "smiles": "C#COC(Cl)Cl",
  "e_above_lowest_kcal_mol": 117.9,
  "largest_force_ev_per_a": 4.6,
  "total_charge": 0,
  "spin_multiplicity": 1,
  "lumo_ev": -0.2,
  "elements": ["C", "C", "C", "O", "Cl", "Cl", "H", "H"],
  "xyz": [[1.235, 0.281, 0.601], [2.318, 0.510, 1.063], [-1.304, -0.397, -0.798], [-0.060, 0.309, 0.095], [-2.135, -1.988, -0.541], [-2.336, 0.808, -0.435], [2.989, 0.841, 1.848], [-0.707, -0.365, -1.833]],
  "forces_ev_per_a": [[-4.08, -0.92, -2.03], [0.37, 0.43, 1.14], [3.95, -1.34, -1.97], [2.17, -0.22, 1.31], [1.50, 0.93, 0.13], [-2.00, 1.85, -0.07], [-0.06, -0.44, -0.83], [-1.87, -0.28, 2.33]],
  "mulliken_charge": [-0.0871, -0.1494, 0.1857, -0.4184, -0.1111, -0.0403, 0.3160, 0.3044]
}